Entry 1:
Here is a cluster of 2 separate species, C2HI2N3 in total at a distorted geometry from the OMol25 dataset. Energies are from wB97M-V/def2-TZVPD.

Atoms and positions in Å:
C: -1.504176 0.304922 -0.252893
C: 1.315130 0.389453 0.471570
N: -1.707300 1.505535 -0.057819
N: -1.252892 -0.846229 -0.577896
N: 2.134266 -0.365716 0.165814
I: -0.291575 2.914031 0.139534
I: -1.225649 -2.641782 0.263354
H: 2.532195 -1.260212 -0.151666

Forces on the atoms, in the same order (eV/Å):
1.0175 0.3477 0.5931
-0.3880 0.0907 0.6074
-0.4269 -1.3980 -0.2926
-0.6218 0.8628 -0.6888
1.1159 -2.1756 -0.8427
-0.3740 0.8623 -0.1133
-0.0403 0.1519 0.3356
-0.2825 1.2583 0.4013

Results
**Kohn-Sham gap**: 8.02 eV
**Energy**: -836.33410 hartree
**Highest occupied orbital energy**: -8.7 eV
**LUMO**: -0.65 eV
**Net charge**: 0
**Energy relative to the best compared isomer or geometry (same formula, charge and spin)**: 2.067 eV
**Largest force on an atom**: 0.050 hartree/bohr

=====

Entry 2:
Here is a structure of composition C5H9O3Y at a distorted geometry from the OMol25 dataset. Energies are from wB97M-V/def2-TZVPD.

Atoms and positions in Å:
H: -1.631501 1.437880 -5.158454
O: -0.508448 0.162560 -2.643235
C: -0.318428 0.558012 -3.791605
H: 0.641811 1.046219 -4.039694
H: -0.805759 0.002362 -5.745949
C: -1.313571 0.424770 -4.864141
H: -2.167347 -0.189291 -4.563795
C: 1.631451 -0.636006 1.399837
O: 2.819105 -0.375394 1.396170
Y: 0.684142 0.054275 -0.661544
O: 0.808027 0.340907 2.007351
C: 0.243265 0.350574 3.317078
C: -0.031363 -1.002410 3.934682
H: -0.688968 0.914406 3.185708
H: 0.965522 0.912472 3.923813
H: -0.629509 -1.623745 3.254446
H: -0.606600 -0.866874 4.860819
H: 0.908171 -1.510716 4.188513

Forces on the atoms, in the same order (eV/Å):
0.0481 -0.1080 -0.0213
0.7364 -0.5777 1.9335
-0.3319 0.4301 -1.7844
-0.1739 -0.0759 -0.0041
-0.1207 0.1408 0.0966
0.1858 -0.2124 0.2027
0.1484 0.2077 -0.0608
1.4651 1.2927 -1.2163
-1.2918 -1.0340 -0.1739
0.1695 0.0261 2.1296
-0.2152 -0.4442 -2.5959
-0.7583 0.5346 1.6936
0.1469 -0.2266 -0.3291
0.3380 -0.0057 0.3018
-0.3911 -0.0021 -0.0520
0.1210 0.0221 0.2358
0.2085 0.0356 -0.2758
-0.2848 -0.0033 -0.0800

Results
**Kohn-Sham gap**: 6.07 eV
**Energy**: -459.21413 hartree
**Highest occupied orbital energy**: -16.5 eV
**LUMO**: -10.47 eV
**Net charge**: +2
**Energy relative to the best compared isomer or geometry (same formula, charge and spin)**: 2.015 eV
**Largest force on an atom**: 0.051 hartree/bohr

=====

Entry 3:
Here is a structure of composition C34H60BrCl2IN3O10P2STi at a distorted geometry from the OMol25 dataset. Energies are from wB97M-V/def2-TZVPD.

Atoms and positions in Å:
Ti: 10.230305 10.412571 13.929574
N: 8.279833 14.111876 17.913178
C: 7.161591 14.441267 17.050280
C: 6.203962 13.277618 16.898384
C: 6.566125 12.399709 15.723229
C: 8.014770 11.918287 15.621978
N: 8.197010 11.149126 14.362040
H: 8.956501 14.870313 17.920591
H: 7.915026 14.124214 18.876050
H: 7.515583 14.736190 16.038119
H: 6.595496 15.288420 17.472703
H: 5.196409 13.666458 16.744633
H: 6.230691 12.644338 17.773155
H: 6.272647 12.891509 14.758609
H: 5.909052 11.498087 15.767196
H: 8.286396 11.324708 16.476923
H: 8.789794 12.696691 15.556579
H: 7.898574 11.731644 13.583507
H: 7.599338 10.304403 14.359046
C: 14.270756 12.807255 18.442598
C: 12.752888 12.858662 18.373186
C: 12.260262 14.254835 18.369141
O: 12.286431 12.336746 16.955429
P: 12.047002 10.840943 16.647180
O: 11.592552 10.732473 15.195174
C: 10.708348 10.226702 17.656502
P: 9.835524 8.826611 16.796474
O: 9.665433 9.174848 15.280227
O: 8.516208 8.810820 17.547831
C: 7.423992 7.691512 17.394299
C: 6.343310 8.191296 16.501245
C: 6.947380 7.503929 18.817167
O: 10.636796 7.555968 16.895709
C: 10.676007 6.545666 18.020597
C: 11.607095 5.439505 17.441574
C: 11.118682 7.175847 19.335058
O: 13.306929 10.007940 16.953649
C: 14.315858 9.713139 15.892007
C: 15.222686 8.641833 16.446681
C: 15.061926 10.987563 15.502837
H: 14.634288 13.172077 19.394393
H: 14.614542 13.402534 17.619850
H: 14.637470 11.824257 18.429330
H: 12.232269 12.285382 19.148717
H: 12.648777 14.767921 17.501124
H: 12.684105 14.699654 19.269084
H: 11.202765 14.278169 18.372078
H: 10.024266 11.082228 17.729108
H: 11.096292 9.885610 18.626094
H: 7.877986 6.804686 17.026524
H: 5.847393 9.073461 16.817318
H: 5.608681 7.393943 16.369572
H: 6.787175 8.334578 15.516343
H: 6.425115 8.422499 19.117966
H: 7.768521 7.317138 19.520380
H: 6.265128 6.641392 18.909575
H: 9.693870 6.183359 18.127815
H: 12.653190 5.785314 17.381463
H: 11.246891 5.206058 16.415042
H: 11.576561 4.534601 18.015716
H: 12.009951 7.756897 19.205486
H: 11.359626 6.320138 19.943578
H: 10.319888 7.745280 19.796933
H: 13.695133 9.388788 15.072589
H: 15.745348 9.017207 17.349098
H: 15.880191 8.336956 15.617223
H: 14.606705 7.824842 16.720258
H: 15.530476 11.411475 16.368561
H: 14.422413 11.788353 15.109339
H: 15.775172 10.713257 14.731536
Cl: 8.415995 8.322506 13.057766
C: 7.440779 8.631502 11.578995
Cl: 6.105667 9.709429 12.064224
H: 7.104002 7.650679 11.235815
H: 8.074898 9.138514 10.820284
Br: 12.839412 10.970069 10.428396
C: 14.111631 10.173105 11.585570
C: 15.439813 10.534257 11.454888
C: 16.435052 9.799742 12.051554
C: 16.130470 8.638922 12.772845
C: 14.776006 8.286227 12.959276
C: 13.801588 9.080853 12.384107
I: 11.803022 8.428200 12.593647
H: 15.725175 11.364140 10.823768
H: 17.462193 10.062077 11.861993
H: 16.895267 7.966284 13.132494
H: 14.556583 7.379035 13.456877
C: 7.662032 5.916944 7.880723
C: 7.898567 7.409080 8.079576
C: 9.204679 7.857104 8.328375
C: 9.475302 9.189885 8.454651
C: 8.404541 10.087300 8.337143
C: 7.111217 9.705369 8.063233
C: 6.836687 8.336704 8.001027
S: 8.803852 11.759163 8.241633
O: 7.823262 12.397212 7.449119
O: 10.213052 11.849248 8.033054
N: 8.613912 12.479127 9.778946
C: 9.750782 13.332673 10.212422
C: 9.801206 13.528404 11.730396
C: 10.101153 12.282265 12.461611
O: 10.645958 12.336674 13.647650
O: 9.854699 11.098024 12.033040
H: 8.625002 5.441297 8.164729
H: 7.414147 5.618998 6.871515
H: 6.898049 5.567968 8.516986
H: 10.018781 7.164374 8.298529
H: 10.474143 9.560586 8.634595
H: 6.329288 10.406773 8.017547
H: 5.827457 7.993088 7.785206
H: 7.762295 13.078686 9.656353
H: 9.703314 14.231451 9.634148
H: 10.697531 12.912791 9.919216
H: 8.844236 13.830243 12.106269
H: 10.490360 14.348433 11.998135

Forces on the atoms, in the same order (eV/Å):
-0.3054 0.5159 0.2974
0.4590 -0.2312 0.8908
-0.6292 1.0205 -0.2722
0.3909 0.0870 -0.4120
-0.7680 -0.6930 -1.2027
0.3198 0.8096 -0.4394
0.4041 -0.9237 -0.0216
-0.0680 0.0068 -0.1908
0.2857 -0.2477 -0.4554
-0.0604 0.0102 0.6171
0.1806 -0.0569 -0.3853
-0.0188 -0.2339 0.1227
-0.1956 0.0550 0.5906
0.3796 -0.1542 0.6707
0.4553 0.3548 -0.1203
-0.0465 -0.5227 0.2552
-0.5819 0.2333 0.2585
-0.3005 -0.1068 -0.0453
0.2071 0.6658 -0.1039
-1.3084 0.2360 0.2299
0.2562 -0.1849 -0.5406
0.8605 0.0949 0.2863
0.1409 -0.3138 0.9141
0.3785 0.9788 0.6930
0.4779 -0.0190 -0.4446
-0.0732 -0.7618 -0.8365
0.3447 2.5339 -0.4264
0.0591 -0.6010 1.4449
-1.5090 -1.0568 -0.1205
-0.5557 1.1739 1.8841
0.7340 -0.9684 -1.3636
-0.0528 -0.0539 0.3992
0.5730 -1.1587 0.0404
2.1186 -0.3091 -0.3247
-0.4898 1.2448 -0.7267
-0.4322 -0.6473 -1.0181
-0.1992 -0.3238 0.0650
0.3944 0.9315 0.0570
0.0669 0.9918 -0.3548
-0.8542 -0.1969 -0.1706
-0.1782 0.5973 0.1643
0.6461 0.2544 -0.2826
0.4977 -1.4381 -0.4679
0.1362 -0.3105 -0.3605
0.0821 0.2803 -0.1708
-0.2853 0.3489 0.0169
-1.0870 0.2365 0.0987
-0.0658 -0.2426 0.3528
-0.3514 0.1643 -0.1528
0.7617 -0.5660 -0.5668
-0.3168 0.8144 0.5640
-0.0350 0.0346 0.1447
-0.2136 0.2228 -0.2669
0.0744 -0.3636 0.1178
-0.1024 0.0849 -0.2212
0.1563 0.4234 -0.2494
-1.2853 -0.4746 -0.0921
-0.4539 -0.0498 0.0698
0.3133 0.0748 0.6699
-0.1201 -0.3640 0.4750
0.5571 0.3599 -0.0060
0.0893 -0.1347 0.6243
-0.0403 0.1512 0.1477
0.1054 -0.4474 -0.3669
0.0253 -0.2764 -0.7221
0.1097 0.0925 0.6742
-0.4161 -1.0782 0.3658
0.6625 0.0318 0.3565
-0.1172 -0.3513 -0.1065
0.2526 0.1344 0.0432
0.3358 -0.1793 -0.3682
0.0981 0.5850 -0.4491
0.2590 -0.4247 -0.4432
-0.1862 0.3727 0.0941
-0.4068 -0.3321 0.5703
0.0970 0.1199 0.3031
-0.2462 -0.1099 -0.3672
-0.0295 0.4909 -0.2854
0.2543 -1.1130 0.4768
-1.0533 0.2383 -0.2889
1.4719 0.8726 -0.6416
-0.3323 -0.0373 -0.0085
0.0871 -0.1289 -0.0890
-0.1737 0.0679 -0.0504
0.1807 0.0899 0.0865
0.1194 0.1161 0.0868
-0.3946 -0.6775 0.5450
1.9957 0.7645 0.1683
-0.7534 -0.1938 -0.2990
-0.6464 -0.2790 -0.3732
-0.6071 0.6660 0.2871
0.7796 -0.1461 0.0193
0.2400 -1.7712 0.8150
0.7551 -0.1704 -0.2822
0.7054 1.1362 1.5179
-0.6355 0.3833 -0.9293
0.5950 -0.0891 -0.6351
-0.8096 0.4649 0.0603
-0.4335 -0.7438 -0.1669
0.2943 0.2636 -0.8977
1.0274 0.0983 0.0530
-1.0972 -0.7047 -0.9209
-0.0586 0.4003 1.1897
-0.7664 -0.1594 -0.2664
-0.0185 0.2162 -0.3360
-0.9680 -0.4871 0.8068
0.2962 -0.4585 0.1738
0.0105 0.0117 -0.1652
-0.7517 0.8658 -0.3740
0.1716 0.0245 0.0925
0.9642 -0.7537 0.2686
0.0419 1.0714 0.2814
0.1292 -0.5440 -0.2404
-0.8931 0.3738 0.2993
-0.0871 -0.5782 0.0885

Results
**Kohn-Sham gap**: 5.54 eV
**Energy**: -7970.09049 hartree
**Highest occupied orbital energy**: -15.2 eV
**LUMO**: -9.65 eV
**Net charge**: +3
**Energy relative to the best compared isomer or geometry (same formula, charge and spin)**: 0.977 eV
**Largest force on an atom**: 0.050 hartree/bohr